The following is a DFT calculation (the ωB97M-V functional and the def2-TZVPD basis) of 2 unconnected molecules or ions with the total composition CH8FNSi2 in a non-equilibrium geometry.

Calculated values
Kohn-Sham gap: 9.6 eV
max |F|: 0.110 hartree/bohr
electronic energy: -776.39489 Ha
relative energy (zero: lowest compared OMol25 entry of this formula, charge and spin): 59.7 kcal/mol

Structure (ORCA input):
```
! wB97M-V def2-TZVPD RIJCOSX def2/J DEFGRID3
* xyz 0 1
C -1.94 -0.56 -0.41
N 0.82 0.65 0.02
F -1.61 -1.75 0.30
Si 1.76 -0.84 0.07
Si -0.80 1.01 0.13
H -2.91 -0.32 -0.13
H -1.88 -0.86 -1.53
H 1.26 1.35 0.60
H 2.25 -1.34 -1.25
H 0.96 -1.90 0.54
H 2.86 -0.14 0.71
H -1.65 1.39 2.18
H -1.56 1.89 -0.65
*
```